(1)
A molecular structure, C4H7NO2, computed with ωB97M-V/def2-TZVPD.

The geometry in XYZ format:
```
14
Properties=species:S:1:pos:R:3:forces:R:3:lowdin_charge:R:1
N -1.09340 -1.91237 1.10825 0.0 0.0 -0.1 0.236
C -0.35222 -0.98260 0.53322 -0.1 -0.1 0.1 -0.409
O 0.37055 -1.20656 -0.49061 -0.1 0.0 0.1 0.072
C -0.00287 0.40908 0.88199 0.0 0.1 0.0 -0.067
C 1.02319 0.26432 -0.26592 0.0 0.2 -0.2 -0.026
C 0.37308 1.48686 -1.63697 0.3 -0.6 0.1 -0.396
O -0.03148 2.55755 -1.11219 0.0 -0.2 0.3 -0.204
H -1.09937 -2.85139 0.73183 0.0 0.2 0.0 0.137
H -1.63219 -1.71044 1.93615 0.1 0.0 -0.2 0.134
H 0.30975 0.53948 1.92357 0.0 0.0 -0.2 0.128
H -0.71801 1.19442 0.58934 -0.1 -0.1 0.1 0.122
H 2.01075 -0.02642 0.13225 -0.1 0.4 -0.4 0.109
H -0.38766 0.73795 -1.98171 0.1 0.1 0.0 0.083
H 1.22989 1.50014 -2.34919 -0.1 0.0 0.3 0.081
```
Positions in Å, forces in eV/Å.

As for the spin multiplicity: 1. The molar mass is 101.10 g/mol. The highest occupied orbital energy is -7.311 eV. As for the charge: 0. For the LUMO energy, the calculation gives 0.07 eV. The energy above the lowest of the compared OMol25 structures with the same formula, charge and spin is 112.5 kcal/mol. Its HOMO-LUMO gap is 7.38 eV.

(2)
A molecular structure, C5H5CrO6 in a non-equilibrium geometry, computed with ωB97M-V/def2-TZVPD.

The geometry in XYZ format:
```
17
Properties=species:S:1:pos:R:3:forces:R:3:lowdin_charge:R:1
O -2.53278 -0.97293 -4.90786 -2.6 -2.0 -1.1 0.102
C 0.06329 -1.64925 -1.01658 2.8 0.2 3.4 -0.253
C -3.56524 -0.74196 -5.53154 3.3 4.9 1.1 -0.074
O 0.85587 -1.47735 -0.21061 -1.0 -0.1 -1.4 0.407
O -0.78901 -1.88410 -1.78237 -1.1 -0.3 -1.2 0.090
C -3.75815 0.33310 -6.46959 -1.4 -3.8 -1.0 0.413
Cr -2.30394 -1.70780 -2.99856 0.6 -0.7 -0.3 1.298
H -4.58293 0.21179 -7.17655 0.1 0.5 -0.1 0.172
H -2.93682 1.04519 -6.57893 -0.3 0.8 0.7 0.197
C -4.85906 0.06912 -4.69716 -0.1 1.2 1.4 0.075
O -4.46745 1.07177 -3.74855 -0.5 -0.5 -2.0 0.157
C -3.88345 0.76744 -2.62855 0.6 2.1 1.7 -0.516
O -3.42508 -0.34259 -2.35802 -0.2 -0.8 0.4 0.005
O -3.79690 1.79535 -1.84457 -0.3 -0.9 -1.2 0.332
H -5.28194 -0.78045 -4.14325 0.1 -0.8 -0.3 0.205
H -5.74220 0.47915 -5.19267 0.1 0.1 -0.6 0.192
H -3.23791 1.60557 -1.07614 0.0 0.1 0.6 0.197
```
Positions in Å, forces in eV/Å.

As for the spin multiplicity: 5. The molar mass is 213.09 g/mol. The highest occupied orbital energy (alpha / beta) is -23.608 / -24.713 eV. As for the charge: +3. For the LUMO energy (alpha / beta), the calculation gives -16.78 / -16.78 eV. Its HOMO-LUMO gap (alpha / beta) is 6.83 / 7.93 eV. Its expectation value of S² is 6.008.

(3)
A molecular structure, C34H35F6HgN14O6S4 in a non-equilibrium geometry, computed with ωB97M-V/def2-TZVPD.

The geometry in XYZ format:
```
100
Properties=species:S:1:pos:R:3:forces:R:3:lowdin_charge:R:1
Hg 1.06767 0.30205 -0.78820 0.2 -0.5 -0.1 0.891
C -2.25967 -0.37219 2.17789 0.1 0.0 -0.1 -0.162
N -2.40498 -0.43886 0.74400 0.0 0.0 -0.2 -0.033
C -2.67261 0.80526 0.05303 -0.2 -0.1 0.2 -0.144
C -1.70878 1.92247 0.32476 -0.9 -0.1 -0.5 -0.356
N -0.47415 1.73975 0.64194 0.9 0.5 0.7 0.071
C 0.08190 3.02569 0.66319 0.0 -0.2 0.1 -0.243
C 1.39742 3.41995 0.86603 0.1 0.0 0.0 -0.034
C 1.68770 4.76753 0.75831 -0.1 0.1 -0.1 -0.099
C 0.69112 5.70250 0.43170 0.2 -0.1 0.0 -0.112
C -0.61792 5.31341 0.21066 -0.1 0.0 0.0 -0.024
C -0.90463 3.96070 0.34799 -0.2 -0.1 -0.1 -0.195
N -2.07698 3.23129 0.18242 0.6 0.2 0.3 0.160
C -1.53110 -1.59475 2.63911 0.0 0.1 0.1 -0.308
N -0.59500 -2.18789 1.96699 0.0 0.0 0.0 0.198
C -0.17087 -3.23382 2.77115 0.0 0.0 -0.1 -0.230
C 0.82501 -4.17847 2.53963 0.1 0.0 0.0 -0.010
C 1.06561 -5.11634 3.52754 0.0 0.0 0.0 -0.100
C 0.33504 -5.11838 4.72528 0.1 0.0 0.0 -0.120
C -0.65594 -4.18389 4.97030 0.0 0.0 0.0 -0.044
C -0.89303 -3.24609 3.97277 0.0 0.0 0.0 -0.204
N -1.76879 -2.18262 3.85988 0.0 0.0 0.0 0.157
H -3.23780 -0.32610 2.67387 -0.1 0.0 0.0 0.115
H -1.68580 0.50757 2.50982 0.0 0.0 0.0 0.113
H -1.60355 -0.91272 0.33291 0.0 0.1 0.0 0.056
H -3.68299 1.16533 0.27767 0.0 -0.1 0.1 0.120
H -2.65118 0.58169 -1.01604 0.1 0.1 -0.1 0.112
H 2.17246 2.68531 1.04392 0.0 0.0 0.0 0.075
H 2.70940 5.10090 0.89328 0.0 0.0 0.0 0.092
H 0.95675 6.74699 0.31993 0.0 0.0 0.0 0.088
H -1.37776 6.02418 -0.09051 0.0 0.0 0.0 0.108
H -2.74771 3.49326 -0.54630 -0.3 0.1 0.1 0.070
H 1.38757 -4.15932 1.61431 0.0 0.0 0.0 0.108
H 1.83772 -5.86010 3.37780 0.0 0.0 0.0 0.095
H 0.55830 -5.86475 5.47787 0.0 0.0 0.0 0.088
H -1.21141 -4.18312 5.90027 0.0 0.0 0.0 0.097
H -2.44535 -1.87435 4.53256 0.0 0.0 0.0 0.149
F -2.93884 -1.84044 -4.12028 0.0 0.1 0.0 0.119
C -1.77243 -2.49798 -4.12780 0.0 0.0 0.0 -0.670
F -0.87675 -1.75712 -4.78243 0.0 -0.1 0.0 0.130
F -1.95481 -3.63436 -4.81778 0.0 0.0 0.0 0.112
S -1.23310 -2.80313 -2.38690 -0.2 0.3 0.1 0.560
O -0.77691 -1.49873 -1.96339 -0.1 -0.6 -0.1 -0.401
O -2.40504 -3.35157 -1.76292 0.1 0.0 -0.1 -0.294
N -0.16260 -3.92108 -2.63997 0.2 0.1 0.0 -0.300
S 1.35601 -3.96468 -2.23348 -0.2 -0.1 -0.1 0.550
O 1.82902 -5.30842 -2.41278 0.0 0.0 0.0 -0.302
O 1.68755 -3.25694 -1.03496 0.0 0.1 0.1 -0.312
C 2.20655 -3.03531 -3.58245 0.0 0.0 -0.1 -0.677
F 3.53136 -3.17238 -3.46465 0.0 0.0 0.0 0.125
F 1.90567 -1.74119 -3.54645 0.0 0.0 0.0 0.116
F 1.84964 -3.51400 -4.78738 0.0 0.0 0.1 0.111
C 3.70511 1.17518 2.78033 0.0 0.0 0.0 -0.193
N 4.49070 0.87406 3.99208 0.0 0.0 0.0 -0.092
C 3.55894 0.80283 5.11877 0.0 0.0 0.0 -0.200
N 2.50776 -0.20067 4.93347 0.0 0.0 0.0 -0.088
C 1.78422 0.12779 3.68905 0.0 0.0 0.0 -0.173
N 2.67029 0.17464 2.53551 0.0 0.2 0.0 -0.084
C 3.31490 -1.12865 2.37808 0.0 0.0 0.0 -0.167
N 4.08394 -1.49736 3.58541 -0.1 0.0 0.0 -0.083
C 5.08615 -0.45559 3.81041 0.0 0.0 0.0 -0.189
C 3.16544 -1.49875 4.72559 0.0 0.0 0.0 -0.184
H 4.36867 1.20631 1.91357 0.0 0.0 0.0 0.102
H 3.23677 2.15404 2.91136 0.0 0.0 0.0 0.109
H 3.09013 1.78206 5.24830 0.0 0.0 0.0 0.117
H 4.12039 0.55921 6.02628 0.0 0.0 0.0 0.113
H 1.29390 1.09847 3.80431 0.0 0.0 0.0 0.123
H 1.02177 -0.63432 3.51727 0.0 0.0 0.0 0.107
H 3.97644 -1.09206 1.51312 0.0 0.0 0.0 0.096
H 2.54575 -1.88095 2.19800 0.0 0.0 0.0 0.113
H 5.75762 -0.42399 2.95035 0.0 0.0 0.0 0.124
H 5.66479 -0.70589 4.70563 0.0 0.0 0.0 0.113
H 3.72344 -1.75520 5.63188 0.0 0.0 0.0 0.115
H 2.39815 -2.25764 4.56047 0.0 0.0 0.0 0.114
N -5.97618 -1.00678 -5.72782 0.0 0.0 0.0 0.082
C -5.25268 0.03606 -5.12029 0.0 -0.1 0.0 -0.344
C -4.34264 0.78734 -5.86093 0.0 0.0 0.0 -0.041
C -3.61189 1.79549 -5.26047 0.0 0.0 0.0 -0.053
C -3.79404 2.07924 -3.91404 -0.1 0.1 0.0 -0.278
C -4.72161 1.35989 -3.18042 0.0 0.0 0.1 -0.061
C -5.44888 0.34431 -3.77785 0.0 0.0 0.0 -0.038
S -2.79402 3.33223 -3.15322 0.3 -0.1 -0.5 0.562
O -2.59003 4.36703 -4.15123 0.0 0.0 0.1 -0.377
O -3.53936 3.74318 -1.96343 -0.4 0.1 -0.2 -0.353
N -1.50950 2.55138 -2.74508 0.2 0.2 0.1 -0.119
C -0.23926 2.88269 -3.08104 -0.3 -0.2 0.0 -0.684
S 0.27207 4.27322 -4.04734 -0.1 0.0 0.0 0.987
C 1.91802 3.77959 -3.85808 0.1 -0.1 0.0 -0.447
C 1.97824 2.65087 -3.11925 0.0 0.1 -0.1 -0.284
N 0.77584 2.15029 -2.68889 0.1 0.1 0.1 -0.036
H -5.45998 -1.44998 -6.47345 0.0 0.0 0.0 0.078
H -6.26807 -1.70688 -5.06239 0.0 0.0 0.0 0.079
H -4.18726 0.55691 -6.90924 0.0 0.0 0.0 0.107
H -2.88697 2.36561 -5.82805 0.0 0.0 0.0 0.116
H -4.86318 1.59600 -2.13344 0.0 0.0 0.0 0.103
H -6.15189 -0.23710 -3.19152 0.0 0.0 0.0 0.109
H 2.73674 4.33296 -4.28956 0.0 0.0 0.0 0.043
H 2.88433 2.12850 -2.84043 0.0 0.0 0.0 0.076
N 4.51331 0.36203 -0.66987 -0.2 0.0 0.1 -0.087
C 3.35261 0.33764 -0.70602 0.4 0.2 -0.1 -0.445
```
Positions in Å, forces in eV/Å.

As for the spin multiplicity: 2. The molar mass is 1178.59 g/mol. The highest occupied orbital energy (alpha / beta) is -0.902 / -3.006 eV. As for the charge: -2. For the LUMO energy (alpha / beta), the calculation gives 3.97 / 3.97 eV. The energy above the lowest of the compared OMol25 structures with the same formula, charge and spin is 0.0 kcal/mol. Its HOMO-LUMO gap (alpha / beta) is 4.87 / 6.98 eV. Its expectation value of S² is 0.753.

(4)
C5H8O in the gas phase in a non-equilibrium geometry, computed with ωB97M-V/def2-TZVPD.

The geometry in XYZ format:
```
14
Properties=species:S:1:pos:R:3:forces:R:3:lowdin_charge:R:1
O 1.23457 -1.43003 0.01450 0.3 0.0 0.0 -0.015
C 0.87008 -0.50262 0.99485 -0.1 0.2 0.4 -0.313
C 0.46609 0.91010 0.64416 -0.3 0.1 0.1 -0.196
C -0.05139 0.94381 -0.76462 -1.1 -2.3 0.1 -0.033
C -1.26582 -0.27374 -0.19347 0.6 -0.4 0.1 -0.079
C -0.55665 -0.11353 1.10897 -0.1 -0.4 0.5 -0.223
H 2.07802 -1.14678 -0.36407 -0.2 -0.1 0.1 0.106
H 1.36103 -0.63878 1.95714 0.1 0.1 -0.2 0.145
H 0.85766 1.73999 1.23145 -0.1 -0.1 -0.3 0.125
H 0.63473 0.56019 -1.51646 -0.5 0.2 -0.3 0.083
H -1.08579 1.08159 -1.03464 0.2 2.9 -0.7 0.058
H -2.32190 0.08182 -0.12463 0.9 0.2 -0.5 0.114
H -1.24839 -1.22262 -0.72237 0.2 -0.2 0.3 0.097
H -1.06796 -0.05751 2.05798 0.0 -0.3 0.1 0.130
```
Positions in Å, forces in eV/Å.

As for the spin multiplicity: 1. Its SMILES is O[C@H]1[C@H]2CC[C@@H]12. The molar mass is 84.12 g/mol. The highest occupied orbital energy is -8.539 eV. As for the charge: 0. For the LUMO energy, the calculation gives 0.93 eV. The energy above the lowest of the compared OMol25 structures with the same formula, charge and spin is 98.2 kcal/mol. Its HOMO-LUMO gap is 9.47 eV.

> Which of these has the highest molar mass?

C34H35F6HgN14O6S4

> Which of these has the highest charge?

C5H5CrO6

Repeat the second record exactly.
A molecular structure, C5H5CrO6 in a non-equilibrium geometry, computed with ωB97M-V/def2-TZVPD.

The geometry in XYZ format:
```
17
Properties=species:S:1:pos:R:3:forces:R:3:lowdin_charge:R:1
O -2.53278 -0.97293 -4.90786 -2.6 -2.0 -1.1 0.102
C 0.06329 -1.64925 -1.01658 2.8 0.2 3.4 -0.253
C -3.56524 -0.74196 -5.53154 3.3 4.9 1.1 -0.074
O 0.85587 -1.47735 -0.21061 -1.0 -0.1 -1.4 0.407
O -0.78901 -1.88410 -1.78237 -1.1 -0.3 -1.2 0.090
C -3.75815 0.33310 -6.46959 -1.4 -3.8 -1.0 0.413
Cr -2.30394 -1.70780 -2.99856 0.6 -0.7 -0.3 1.298
H -4.58293 0.21179 -7.17655 0.1 0.5 -0.1 0.172
H -2.93682 1.04519 -6.57893 -0.3 0.8 0.7 0.197
C -4.85906 0.06912 -4.69716 -0.1 1.2 1.4 0.075
O -4.46745 1.07177 -3.74855 -0.5 -0.5 -2.0 0.157
C -3.88345 0.76744 -2.62855 0.6 2.1 1.7 -0.516
O -3.42508 -0.34259 -2.35802 -0.2 -0.8 0.4 0.005
O -3.79690 1.79535 -1.84457 -0.3 -0.9 -1.2 0.332
H -5.28194 -0.78045 -4.14325 0.1 -0.8 -0.3 0.205
H -5.74220 0.47915 -5.19267 0.1 0.1 -0.6 0.192
H -3.23791 1.60557 -1.07614 0.0 0.1 0.6 0.197
```
Positions in Å, forces in eV/Å.

As for the spin multiplicity: 5. The molar mass is 213.09 g/mol. The highest occupied orbital energy (alpha / beta) is -23.608 / -24.713 eV. As for the charge: +3. For the LUMO energy (alpha / beta), the calculation gives -16.78 / -16.78 eV. Its HOMO-LUMO gap (alpha / beta) is 6.83 / 7.93 eV. Its expectation value of S² is 6.008.